(a)
Computed, not measured: a single C4H5N molecule, with ωB97M-V with the def2-TZVPD basis set.

Geometry as XYZ:
```
10
Properties=species:S:1:pos:R:3:lowdin_charge:R:1
C 1.5016 -0.9810 -1.4752 -0.097
C 0.5573 -0.0085 -0.7970 -0.138
C -0.1331 -0.3714 0.2842 -0.146
C -0.9972 0.5267 0.9798 -0.239
N -1.6031 1.2821 1.6481 0.132
H 1.1052 -1.9397 -1.7863 0.072
H 2.3797 -1.1183 -0.8247 0.084
H 1.8525 -0.5273 -2.4356 0.080
H 0.3626 1.0120 -1.1730 0.122
H -0.0494 -1.3970 0.7323 0.131
```

* HOMO-LUMO gap: 10.63 eV
* net charge: 0
* SMILES string: C/C=C/C#N
* E_HOMO: -10.11 eV

(b)
Computed, not measured: a molecular structure, C4H5N, with ωB97M-V with the def2-TZVPD basis set.

Geometry as XYZ:
```
10
Properties=species:S:1:pos:R:3:lowdin_charge:R:1
C 1.9753 -0.5665 0.1209 -0.052
C 0.9747 0.1806 -0.3703 -0.294
C -0.0561 1.0191 0.2954 -0.221
C -1.3422 0.1627 0.0099 -0.180
H 1.8476 -1.4009 1.2157 0.166
H 2.7875 -1.1670 -0.4854 0.071
H 0.9481 0.9413 -1.4654 0.190
H -0.0046 1.9484 -0.2161 0.079
H -0.2264 0.8521 1.4434 0.149
N -2.0947 -0.8499 -0.1183 0.090
```

* HOMO-LUMO gap: 11.01 eV
* net charge: 0
* E_HOMO: -10.36 eV

Here is how they stack up, most stable first: (a), (b).

(a)
Computed, not measured: a single C4H5N molecule, with ωB97M-V with the def2-TZVPD basis set.

Geometry as XYZ:
```
10
Properties=species:S:1:pos:R:3:lowdin_charge:R:1
H -0.3559 -2.5679 0.3157 0.078
N 0.5560 -2.0726 0.2196 0.129
C 0.5233 -0.8587 -0.0312 -0.372
C -0.8298 0.2754 0.0468 0.001
C 1.6488 0.0324 -0.1063 -0.122
C 2.6841 0.6456 -0.2069 0.127
H -0.6031 1.0112 -0.7076 0.046
H -0.7299 0.9500 0.8914 0.054
H -1.7273 -0.2496 0.1025 0.024
H 3.3096 1.4969 -0.0374 0.034
```

* HOMO-LUMO gap: 10.49 eV
* net charge: 0
* SMILES string: [H]/N=C(\C)C#C
* E_HOMO: -9.78 eV

(b)
Computed, not measured: 2 unconnected molecules or ions with the total composition C4H5N, with ωB97M-V with the def2-TZVPD basis set.

Geometry as XYZ:
```
10
Properties=species:S:1:pos:R:3:lowdin_charge:R:1
C 1.8731 -0.2666 1.2300 0.084
C 0.6011 -0.3549 1.5889 0.053
C 0.8180 -0.0828 0.1982 -0.447
C -1.4916 0.3305 -1.3279 0.026
N 0.5761 0.1027 -1.0092 0.091
H 2.8280 -0.6491 1.4809 0.085
H -0.0866 -0.2280 2.2989 0.055
H -2.0625 -0.5814 -1.1445 0.009
H -1.3180 0.3571 -2.4073 -0.001
H -1.7376 1.3724 -0.9080 0.048
```

* HOMO-LUMO gap: 9.05 eV
* net charge: 0
* E_HOMO: -8.25 eV

Here is how they stack up, most stable first: (a), (b).

(a)
Computed, not measured: 3 unconnected molecules or ions with the total composition C2H9N3O, with ωB97M-V with the def2-TZVPD basis set.

Geometry as XYZ:
```
15
Properties=species:S:1:pos:R:3:lowdin_charge:R:1
C -1.4867 0.2137 0.7973 -0.224
N -2.3305 0.2843 -0.3650 -0.004
C 2.2530 0.3148 0.4357 -0.596
N 1.5038 -0.7871 0.2315 -0.089
N 2.5331 1.1901 -0.4999 -0.070
H -2.0536 0.6154 1.6493 0.072
H -1.1620 -0.7757 1.1340 0.070
H -0.6429 0.8823 0.6494 0.062
H -3.0203 -0.4720 -0.3967 0.053
H 1.7559 -1.5548 0.8399 -0.043
H 0.0850 -0.6302 -1.2977 -0.045
H 2.6959 0.5132 1.4149 0.051
H 1.9148 0.9895 -1.2889 -0.027
H -1.4166 -0.2251 -1.3466 -0.057
O -0.6289 -0.5583 -1.9572 -0.155
```

* multiplicity: 2
* HOMO-LUMO gap (spin up / spin down): 6.59 / 4.86 eV
* expectation value of S²: 0.756
* net charge: -1
* E_HOMO (spin up / spin down): -2.66 / -2.61 eV

(b)
Computed, not measured: 2 unconnected molecules or ions with the total composition C2H9N3O, with ωB97M-V with the def2-TZVPD basis set.

Geometry as XYZ:
```
15
Properties=species:S:1:pos:R:3:lowdin_charge:R:1
N 0.9589 -0.2994 1.5257 0.005
C 1.8179 0.2452 0.7438 -0.453
N 1.7560 1.5713 0.4833 -0.033
H -0.9629 -0.5182 0.8827 0.003
H 1.1928 -1.2678 1.7677 -0.051
H 2.6324 -0.2362 0.1927 0.048
H 2.6675 1.8844 0.1350 -0.046
H 0.9679 2.0178 0.9203 0.015
N -0.9507 -0.4061 -1.9225 -0.007
C -1.8311 -0.9243 -0.8511 -0.448
O -1.6785 -0.1566 0.3149 -0.211
H -1.3058 0.3861 -2.4275 0.030
H 0.0461 -0.5095 -1.8605 0.018
H -2.8558 -0.7952 -1.2109 0.089
H -1.4381 -1.9294 -0.6160 0.039
```

* multiplicity: 2
* HOMO-LUMO gap (spin up / spin down): 1.88 / 9.51 eV
* expectation value of S²: 0.751
* net charge: -1
* E_HOMO (spin up / spin down): 1.95 / -5.30 eV

Here is how they stack up, most stable first: (a), (b).